(1)
Formula: C4H3Br
Source: the Open Molecules 2025 dataset
Level of theory: ωB97M-V with the def2-TZVPD basis set

```
8
Properties=species:S:1:pos:R:3:forces:R:3
C -2.150118 -0.104085 0.286342 10.16 6.23 -2.31
C -3.094650 -0.808730 0.425419 -2.91 -2.12 0.99
C 0.183066 1.207398 -0.111144 5.92 2.29 -0.45
C -0.844764 0.580543 0.056437 -12.22 -6.88 2.32
Br 4.131513 -0.318210 -0.024914 1.21 -1.55 -1.32
H 0.874525 1.889033 -0.479586 0.38 1.23 -0.58
H 4.929577 -1.321111 -0.879096 -1.23 1.56 1.32
H -4.029151 -1.124841 0.726539 -1.30 -0.75 0.04
```
Forces are in eV/Å.

Properties
highest occupied orbital energy (spin up / spin down): -5.425 / -10.186 eV
LUMO energy (spin up / spin down): 0.0151 / -0.1210 hartree
2S+1: 3
ΔE to the lowest compared entry with this formula, charge and spin: 55.2 kcal/mol
Kohn-Sham gap (spin up / spin down): 5.8 / 6.9 eV

(2)
Formula: C4H4N3
Source: the Open Molecules 2025 dataset
Level of theory: ωB97M-V with the def2-TZVPD basis set

```
11
Properties=species:S:1:pos:R:3:forces:R:3
C 1.649503 -1.647420 -0.359310 2.93 0.08 0.51
C 0.136418 0.274719 -0.037408 0.64 2.55 0.57
C -1.920650 1.093209 0.426820 -1.78 -1.34 -1.96
C -1.224247 0.102295 -0.173745 -1.62 -0.70 -0.37
N 2.330272 -0.726166 -0.073584 -1.16 -1.74 0.05
N 1.144728 0.846853 0.253779 -1.54 -0.86 -0.65
N 2.367413 0.419921 0.436447 1.37 1.41 0.20
H 1.671640 -2.649023 -0.645762 -0.75 -1.35 -0.83
H -3.029303 1.001274 0.290261 1.13 0.55 0.49
H -1.429739 2.003599 0.666576 0.05 0.54 1.02
H -1.696040 -0.719264 -0.784077 0.72 0.86 0.97
```
Forces are in eV/Å.

Properties
highest occupied orbital energy: -14.020 eV
LUMO energy: -0.2706 hartree
ΔE to the lowest compared entry with this formula, charge and spin: 144.9 kcal/mol
Kohn-Sham gap: 6.7 eV
charge: +1